1.
{
  "formula": "C52H53N11",
  "method": "ωB97M-V/def2-TZVPD",
  "smiles": "c1ccncc1.c1ccncc1.c1ccncc1.c1ccncc1.c1ccncc1.c1ccncc1.c1ccncc1.c1ccncc1.c1ccncc1.c1ccncc1.CC#N",
  "e_tot_ha": -2615.5274,
  "lumo_ev": 0.39,
  "total_charge": 0,
  "homo_lumo_gap_ev": 9.67,
  "homo_energy_ev": -9.3,
  "elements": ["C", "H", "H", "H", "C", "H", "C", "H", "C", "C", "C", "C", "H", "H", "C", "C", "H", "C", "C", "C", "N", "H", "H", "H", "C", "C", "C", "H", "H", "N", "H", "H", "C", "H", "C", "N", "C", "H", "C", "H", "N", "C", "H", "H", "C", "C", "C", "H", "H", "C", "C", "N", "C", "C", "C", "H", "C", "C", "N", "H", "C", "H", "C", "C", "H", "C", "H", "C", "C", "H", "H", "C", "H", "C", "H", "H", "H", "H", "C", "H", "C", "H", "H", "C", "N", "N", "N", "C", "H", "H", "C", "H", "H", "H", "C", "H", "N", "H", "C", "C", "C", "C", "C", "H", "H", "H", "H", "C", "H", "H", "N", "C", "H", "H", "C", "H"],
  "positions_angstrom": [[-2.691, 3.622, 3.307], [0.892, 1.021, -7.535], [0.074, -0.486, -3.148], [1.746, 1.240, -2.581], [4.190, 0.882, -0.544], [-2.017, 4.429, 3.611], [-2.024, -3.176, 3.529], [-4.859, 0.632, 2.352], [2.461, -1.396, 4.324], [0.996, -2.287, -5.531], [-1.284, -3.308, -2.555], [2.537, -2.157, -3.595], [-0.878, -0.693, 4.765], [0.041, 3.971, -4.503], [-1.549, 1.080, -5.290], [-2.480, -3.174, 2.202], [-3.907, -4.120, -0.647], [1.047, -3.654, -5.402], [2.877, 4.606, 2.370], [1.641, 6.263, 3.597], [5.811, -0.473, -1.715], [0.561, -4.364, -6.059], [-1.282, -2.169, -4.339], [-0.250, -3.580, -2.525], [2.878, 5.594, 3.376], [-2.892, 1.401, 2.778], [-1.275, 2.227, -4.604], [3.113, -2.257, 4.325], [1.401, -5.755, 2.777], [0.579, 4.872, 1.958], [-1.476, 4.435, -0.725], [-2.421, 0.413, 2.663], [-4.894, 2.748, 2.810], [-1.880, 2.473, -3.748], [1.114, -1.588, 4.693], [2.890, -0.214, 3.910], [-3.816, -1.733, 4.128], [1.402, 7.007, 4.353], [5.055, 0.622, -1.603], [2.739, -4.174, -1.003], [-4.220, -1.711, 2.882], [0.978, 0.987, -1.872], [-1.968, -3.686, 1.435], [4.618, -2.012, 1.004], [3.982, -0.104, 0.442], [0.130, 1.239, 0.256], [-0.860, -0.353, -1.231], [-4.982, -2.657, -2.207], [-5.947, 2.942, 2.712], [-1.907, -2.590, -3.559], [1.467, -4.924, 2.071], [2.401, -3.507, -3.425], [5.667, -1.328, -0.758], [1.707, 4.268, 1.724], [-2.217, 4.219, 0.021], [6.284, -2.222, -0.814], [-3.084, 5.364, 0.207], [0.580, 2.628, -6.104], [0.841, -3.789, 2.370], [0.454, -1.773, -6.329], [0.066, -0.011, -2.187], [3.262, 0.009, 1.285], [-3.567, -2.378, 1.939], [-3.928, -2.819, -2.327], [3.234, -1.637, -2.933], [1.765, -1.528, -4.597], [1.422, 3.220, -6.438], [2.016, 0.836, 3.890], [0.697, 0.690, 4.212], [-1.532, -1.195, -1.364], [0.271, 1.701, 1.220], [-3.264, -2.283, -3.419], [1.676, -1.954, -0.326], [-0.181, 3.047, -5.027], [-0.438, 6.324, 2.994], [0.418, -1.819, 1.775], [1.725, -5.231, -4.094], [-4.471, 4.786, 3.222], [0.272, 1.397, -6.713], [-2.809, 3.382, -0.300], [0.896, -2.769, 1.520], [-2.439, -2.478, 5.545], [-1.151, -3.757, 3.815], [2.136, -5.114, 0.866], [-3.771, 6.266, 0.357], [-0.714, 0.603, -6.303], [-2.008, -3.818, -1.550], [-3.291, -3.594, -1.419], [-1.696, 3.937, 0.938], [-1.654, 0.052, 0.668], [0.177, -0.553, 4.626], [-3.821, -1.661, -4.120], [5.119, 1.356, -2.458], [1.688, 3.522, 0.939], [1.674, -4.166, -4.291], [0.008, 1.517, 4.146], [1.035, 1.573, -0.684], [2.415, -6.080, 0.565], [-4.284, 1.493, 2.629], [-4.027, 3.852, 3.129], [4.764, -1.218, 0.308], [-2.726, -2.475, 4.533], [2.242, -4.055, -0.057], [3.794, 4.059, 2.197], [1.836, -0.456, -4.686], [0.758, -2.572, 4.935], [-3.978, -2.286, 0.953], [-0.865, 0.327, -0.004], [-4.372, -1.134, 4.842], [3.534, 1.756, -0.511], [-2.134, 2.425, 3.114], [1.658, -2.834, 0.308], [3.794, 5.954, 3.864], [2.468, 1.784, 3.641], [0.563, 5.870, 2.855], [-2.356, 0.367, -5.023]]
}

2.
{
  "formula": "C2H6N3P",
  "method": "ωB97M-V/def2-TZVPD",
  "smiles": "[H]/N=C/[NH+]=C\\[NH+]=P/[H]",
  "e_tot_ha": -584.6591,
  "lumo_ev": -12.26,
  "total_charge": 2,
  "homo_lumo_gap_ev": 8.53,
  "homo_energy_ev": -20.8,
  "elements": ["C", "H", "N", "N", "C", "H", "H", "H", "H", "H", "P", "N"],
  "positions_angstrom": [[-1.113, -1.036, -0.015], [-1.936, 0.874, 0.484], [-0.083, -1.689, -0.210], [1.188, 0.909, -0.430], [-0.071, 1.135, -0.230], [-0.291, 2.236, -0.285], [1.704, -0.029, 1.391], [-2.143, -1.393, 0.239], [-0.168, -2.675, -0.493], [1.762, 1.706, -0.800], [2.200, -0.378, 0.207], [-1.049, 0.339, 0.142]]
}

3.
{
  "formula": "C3H9NO2",
  "method": "ωB97M-V/def2-TZVPD",
  "smiles": "CC(=O)O.CN",
  "e_tot_ha": -324.8827,
  "lumo_ev": 0.42,
  "total_charge": 0,
  "homo_lumo_gap_ev": 8.90,
  "homo_energy_ev": -8.5,
  "elements": ["H", "O", "H", "H", "H", "C", "H", "O", "H", "N", "H", "C", "H", "C", "H"],
  "positions_angstrom": [[1.981, 0.668, -1.693], [-0.908, 1.228, -0.392], [-1.323, -1.147, 2.709], [-1.066, -2.675, 1.925], [-0.661, -0.234, 0.402], [-0.729, -1.733, 2.039], [0.357, -1.782, 2.235], [0.599, 2.812, -0.623], [0.775, 0.682, -2.944], [-0.817, -1.182, 0.666], [1.637, 2.724, -0.630], [0.931, 0.663, -1.775], [-1.766, -1.313, 0.291], [0.068, 1.625, -0.894], [0.922, -0.336, -1.315]]
}